1.
C27H44N2O3PRhS7 | ωB97M-V/def2-TZVPD

Element x y z (Å)
Rh1 0.93 -0.91 0.96
O1 -2.45 -4.86 5.31
C1 -1.93 -4.12 4.52
S1 -1.10 -2.62 4.99
C2 -0.66 -2.13 3.38
C3 -1.01 -2.93 2.37
S2 -0.65 -2.56 0.70
S3 -1.87 -4.40 2.77
S4 0.21 -0.64 3.12
O2 -0.52 0.38 -0.25
P1 -1.51 0.90 -1.27
C4 -0.99 2.39 -2.21
C5 -0.39 3.53 -1.38
C6 1.04 3.24 -0.93
C7 1.95 2.90 -2.10
C8 1.36 1.76 -2.92
C9 -0.05 2.10 -3.39
C10 -3.12 1.33 -0.50
C11 -3.56 0.29 0.54
C12 -2.91 0.47 1.91
C13 -3.06 1.90 2.44
C14 -2.51 2.89 1.42
C15 -3.25 2.74 0.09
C16 -1.95 -0.31 -2.59
C17 -3.11 -1.28 -2.29
C18 -3.44 -2.07 -3.56
C19 -2.23 -2.85 -4.10
C20 -0.98 -2.60 -3.26
C21 -0.71 -1.11 -3.06
H1 -1.95 2.73 -2.62
H2 -1.00 3.77 -0.51
H3 -0.40 4.42 -2.02
H4 1.02 2.41 -0.22
H5 1.43 4.11 -0.39
H6 2.95 2.63 -1.73
H7 2.08 3.78 -2.74
H8 1.33 0.86 -2.31
H9 2.00 1.53 -3.78
H10 -0.45 1.33 -4.05
H11 -0.01 3.02 -4.00
H12 -3.81 1.28 -1.36
H13 -3.36 -0.73 0.21
H14 -4.65 0.38 0.64
H15 -1.85 0.23 1.84
H16 -3.35 -0.24 2.61
H17 -2.54 2.00 3.39
H18 -4.12 2.12 2.63
H19 -1.44 2.70 1.28
H20 -2.61 3.92 1.79
H21 -2.96 3.50 -0.63
H22 -4.32 2.90 0.28
H23 -2.30 0.32 -3.42
H24 -4.00 -0.75 -1.96
H25 -2.82 -1.96 -1.49
H26 -3.80 -1.36 -4.31
H27 -4.27 -2.75 -3.36
H28 -2.03 -2.56 -5.14
H29 -2.44 -3.92 -4.12
H30 -0.10 -3.05 -3.74
H31 -1.08 -3.09 -2.29
H32 -0.33 -0.69 -4.00
H33 0.08 -1.00 -2.34
C22 4.55 -3.35 -1.41
O3 4.06 -3.29 -0.06
C23 3.01 -2.53 0.17
S5 2.22 -1.56 -0.95
S6 2.38 -2.46 1.73
H34 5.40 -4.01 -1.38
H35 4.84 -2.36 -1.75
H36 3.78 -3.75 -2.07
C24 5.26 -0.40 2.13
N1 4.26 0.09 3.05
C25 4.47 0.02 4.49
C26 3.17 0.61 5.06
N2 2.58 1.23 3.87
C27 3.15 0.76 2.75
S7 2.51 1.02 1.18
H37 5.46 -1.45 2.33
H38 6.18 0.18 2.23
H39 4.87 -0.29 1.12
H40 5.35 0.61 4.78
H41 4.63 -1.01 4.80
H42 3.34 1.35 5.83
H43 2.50 -0.17 5.44
H44 1.61 1.49 3.83

Relative energy (zero: lowest compared OMol25 entry of this formula, charge and spin) = 0.0 kJ/mol
E_HOMO = -0.240 Eh
LUMO = 0.06 eV
Frontier orbital gap = 6.59 eV

Computed Löwdin charges, given in elementary charges: Rh 0.067; O -0.060; C -1.013; S 0.954; C -1.129; C -1.130; S 0.568; S 0.966; S 0.550; O -0.448; P 0.857; C -0.339; C -0.182; C -0.225; C -0.196; C -0.192; C -0.187; C -0.343; C -0.180; C -0.215; C -0.194; C -0.200; C -0.196; C -0.322; C -0.209; C -0.179; C -0.184; C -0.203; C -0.197; H 0.123; H 0.078; H 0.123; H 0.010; H 0.116; H 0.102; H 0.114; H 0.066; H 0.117; H 0.084; H 0.122; H 0.115; H 0.080; H 0.124; H 0.028; H 0.120; H 0.108; H 0.114; H 0.106; H 0.114; H 0.091; H 0.122; H 0.120; H 0.100; H 0.092; H 0.108; H 0.108; H 0.107; H 0.105; H 0.114; H 0.087; H 0.110; H 0.019; C -0.082; O -0.178; C -1.196; S 0.676; S 0.704; H 0.095; H 0.082; H 0.088; C -0.049; N -0.151; C -0.094; C -0.119; N 0.006; C -0.771; S 0.685; H 0.092; H 0.097; H 0.057; H 0.126; H 0.128; H 0.117; H 0.112; H 0.091

2.
C27H45AlClO12 | ωB97M-V/def2-TZVPD

Element x y z (Å)
Al1 2.49 -1.73 1.56
C1 1.31 -3.15 0.72
C2 -0.13 -3.02 1.25
C3 -0.76 -1.75 0.68
Cl1 -2.42 -1.96 -0.04
H1 2.80 -2.12 3.12
H2 3.85 -1.45 0.69
H3 1.59 -0.33 1.63
H4 1.27 -3.03 -0.37
H5 1.70 -4.15 0.93
H6 -0.11 -2.93 2.34
H7 -0.77 -3.88 1.01
H8 -0.90 -0.99 1.44
H9 -0.15 -1.34 -0.11
O1 -5.19 4.07 2.10
C4 -4.99 3.07 1.46
O2 -4.70 1.90 2.06
C5 -4.42 0.88 1.07
C6 -5.14 1.35 -0.20
C7 -5.06 2.88 -0.04
H10 -3.34 0.82 0.94
H11 -4.78 -0.07 1.45
H12 -4.69 0.98 -1.11
H13 -6.18 1.03 -0.16
H14 -4.13 3.27 -0.48
H15 -5.90 3.43 -0.44
O3 -2.40 2.45 -2.04
C8 -1.43 2.46 -1.33
O4 -1.04 3.57 -0.67
C9 0.19 3.30 0.06
C10 0.22 1.78 0.24
C11 -0.50 1.31 -1.01
H16 1.02 3.66 -0.55
H17 0.15 3.86 0.98
H18 1.23 1.38 0.35
H19 -0.35 1.51 1.13
H20 0.18 1.17 -1.86
H21 -1.08 0.40 -0.89
O5 2.52 -0.31 -2.38
C12 3.10 -1.24 -2.85
O6 3.51 -2.29 -2.12
C13 4.24 -3.23 -2.92
C14 3.82 -2.94 -4.36
C15 3.53 -1.44 -4.30
H22 5.30 -3.05 -2.76
H23 3.99 -4.23 -2.56
H24 4.57 -3.23 -5.09
H25 2.90 -3.49 -4.59
H26 4.41 -0.83 -4.48
H27 2.74 -1.11 -4.97
O7 4.25 -5.60 2.17
C16 4.78 -5.31 3.20
O8 5.03 -4.04 3.58
C17 5.78 -4.01 4.79
C18 5.51 -5.35 5.48
C19 5.31 -6.27 4.27
H28 6.84 -3.88 4.55
H29 5.44 -3.15 5.36
H30 6.31 -5.65 6.15
H31 4.58 -5.28 6.05
H32 6.25 -6.68 3.91
H33 4.60 -7.08 4.43
O9 5.61 2.97 -5.76
C20 5.19 2.95 -4.64
O10 5.17 1.82 -3.90
C21 4.53 2.06 -2.62
C22 4.66 3.57 -2.40
C23 4.62 4.10 -3.83
H34 3.50 1.73 -2.69
H35 5.04 1.45 -1.88
H36 3.88 3.96 -1.74
H37 5.63 3.80 -1.95
H38 3.60 4.27 -4.17
H39 5.20 5.00 -4.00
O11 -9.57 2.61 -1.52
C24 -9.55 2.60 -0.33
O12 -9.55 1.45 0.38
C25 -9.61 1.72 1.79
C26 -9.08 3.14 1.95
C27 -9.51 3.78 0.63
H40 -10.65 1.63 2.11
H41 -9.02 0.97 2.30
H42 -9.46 3.64 2.84
H43 -7.99 3.13 2.01
H44 -10.52 4.20 0.68
H45 -8.83 4.55 0.26

E_HOMO = -0.182 Eh
LUMO = 2.26 eV
Frontier orbital gap = 7.22 eV
Charge = -1

Computed Löwdin charges, given in elementary charges: Al 0.216; C -0.343; C -0.371; C -0.612; Cl 0.500; H -0.134; H -0.138; H -0.106; H 0.030; H 0.030; H 0.086; H 0.077; H 0.047; H 0.035; O 0.094; C -0.503; O 0.020; C -0.153; C -0.132; C -0.066; H 0.101; H 0.115; H 0.112; H 0.109; H 0.111; H 0.119; O 0.100; C -0.486; O 0.015; C -0.143; C -0.161; C -0.074; H 0.114; H 0.121; H 0.072; H 0.109; H 0.127; H 0.077; O 0.090; C -0.482; O 0.003; C -0.147; C -0.149; C -0.070; H 0.127; H 0.128; H 0.110; H 0.115; H 0.121; H 0.123; O 0.122; C -0.490; O -0.002; C -0.162; C -0.157; C -0.082; H 0.123; H 0.125; H 0.107; H 0.115; H 0.123; H 0.118; O 0.107; C -0.498; O 0.017; C -0.139; C -0.144; C -0.077; H 0.105; H 0.134; H 0.108; H 0.115; H 0.130; H 0.120; O 0.121; C -0.493; O 0.015; C -0.153; C -0.140; C -0.073; H 0.122; H 0.124; H 0.115; H 0.106; H 0.127; H 0.124

3.
C27H46AsIrN2O2S2Se2Si2 | ωB97M-V/def2-TZVPD

Element x y z (Å)
Ir1 -0.75 -0.07 0.11
C1 -2.03 -1.53 2.59
N1 -0.91 -1.73 1.65
C2 -1.18 -2.92 0.78
C3 -0.20 -2.93 -0.38
N2 -0.41 -1.77 -1.28
C4 0.83 -1.55 -2.08
C5 -1.55 -1.99 -2.18
C6 -1.39 -2.76 -3.32
C7 -2.44 -2.96 -4.20
C8 -3.67 -2.37 -3.94
C9 -3.84 -1.60 -2.80
C10 -2.79 -1.40 -1.90
S1 -3.05 -0.46 -0.45
C11 0.32 -1.95 2.40
C12 0.36 -2.91 3.41
C13 1.52 -3.15 4.12
C14 2.67 -2.43 3.79
C15 2.64 -1.49 2.79
C16 1.46 -1.22 2.07
S2 1.52 -0.05 0.78
H1 -2.24 -2.44 3.16
H2 -2.93 -1.25 2.04
H3 -1.77 -0.73 3.28
H4 -2.20 -2.84 0.42
H5 -1.09 -3.85 1.36
H6 -0.30 -3.87 -0.94
H7 0.82 -2.87 -0.01
H8 1.17 -2.49 -2.54
H9 1.63 -1.17 -1.45
H10 0.61 -0.82 -2.85
H11 -0.44 -3.22 -3.54
H12 -2.30 -3.56 -5.09
H13 -4.50 -2.49 -4.63
H14 -4.78 -1.11 -2.60
H15 -0.53 -3.48 3.65
H16 1.54 -3.90 4.91
H17 3.60 -2.61 4.33
H18 3.53 -0.94 2.52
O1 1.53 3.65 -1.14
C17 1.74 3.82 -2.51
C18 1.46 2.59 -3.40
C19 1.45 3.16 -4.83
O2 1.30 2.17 -5.85
C20 2.61 1.56 -3.36
Se1 3.58 1.25 -1.67
C21 0.06 1.97 -3.20
Se2 -1.01 1.76 -1.55
H19 2.16 2.94 -0.88
H20 2.79 4.10 -2.71
H21 1.11 4.65 -2.83
H22 2.38 3.72 -4.99
H23 0.61 3.85 -4.97
H24 1.98 1.50 -5.68
H25 3.38 1.88 -4.07
H26 2.24 0.59 -3.70
H27 0.01 1.02 -3.74
H28 -0.65 2.64 -3.69
C22 -2.29 4.97 0.88
Si1 -2.87 3.28 1.43
C23 -3.64 3.38 3.14
C24 -4.17 2.69 0.23
As1 -1.02 1.82 1.51
Si2 0.16 2.45 3.46
C25 -0.62 1.65 4.97
C26 1.97 2.04 3.44
C27 -0.01 4.31 3.61
H29 -3.14 5.65 0.83
H30 -1.84 4.89 -0.11
H31 -1.54 5.40 1.55
H32 -4.56 3.98 3.09
H33 -2.98 3.84 3.88
H34 -3.91 2.39 3.50
H35 -4.91 3.48 0.09
H36 -4.67 1.79 0.57
H37 -3.72 2.46 -0.74
H38 -0.26 0.62 5.09
H39 -1.71 1.62 4.93
H40 -0.33 2.21 5.86
H41 2.14 0.98 3.59
H42 2.46 2.60 4.25
H43 2.44 2.32 2.49
H44 -1.04 4.64 3.69
H45 0.44 4.81 2.74
H46 0.53 4.63 4.50

Relative energy (zero: lowest compared OMol25 entry of this formula, charge and spin) = 11.3 kJ/mol
E_HOMO (spin up / spin down) = -0.113 / -0.112 Eh
LUMO (spin up / spin down) = 2.15 / 1.26 eV
Frontier orbital gap (spin up / spin down) = 5.21 / 4.32 eV
2S+1 = 2
Charge = -1
<S²> = 0.756

Computed Löwdin charges, given in elementary charges: Ir 0.393; C -0.103; N -0.274; C -0.172; C -0.151; N -0.273; C -0.098; C -0.271; C -0.038; C -0.097; C -0.100; C -0.114; C -0.593; S 0.567; C -0.287; C -0.051; C -0.103; C -0.099; C -0.124; C -0.587; S 0.545; H 0.082; H 0.030; H 0.072; H 0.092; H 0.127; H 0.134; H 0.120; H 0.089; H -0.002; H 0.074; H 0.104; H 0.095; H 0.097; H 0.097; H 0.102; H 0.092; H 0.098; H 0.107; O -0.173; C -0.282; C -0.540; C -0.252; O -0.068; C -0.625; Se 0.353; C -0.458; Se 0.594; H -0.048; H 0.114; H 0.122; H 0.123; H 0.118; H 0.069; H 0.038; H 0.026; H 0.047; H 0.044; C -0.210; Si 0.246; C -0.227; C -0.255; As 0.737; Si 0.276; C -0.220; C -0.225; C -0.228; H 0.030; H 0.029; H 0.006; H 0.028; H 0.004; H 0.023; H 0.032; H 0.006; H -0.026; H 0.022; H 0.010; H 0.029; H 0.001; H 0.034; H 0.028; H -0.002; H 0.036; H 0.032

4.
C27H46Br8O15 | ωB97M-V/def2-TZVPD

Element x y z (Å)
C1 -3.30 2.69 3.45
C2 -4.12 1.50 3.89
C3 -3.57 0.56 4.98
O1 -4.58 0.47 5.97
C4 -5.56 1.35 5.70
O2 -6.51 1.53 6.38
O3 -5.30 2.01 4.58
H1 -2.50 2.24 2.87
H2 -2.97 3.31 4.29
H3 -3.96 3.29 2.82
H4 -4.55 1.05 2.99
H5 -2.69 1.09 5.38
H6 -3.19 -0.37 4.58
C5 -1.14 -3.52 3.77
C6 -1.05 -2.20 4.55
C7 0.38 -1.91 5.04
O4 0.45 -0.49 4.88
C8 -0.52 -0.07 4.05
O5 -0.69 1.05 3.71
O6 -1.29 -1.12 3.67
H7 -0.62 -3.50 2.82
H8 -2.20 -3.73 3.59
H9 -0.74 -4.31 4.40
H10 -1.74 -2.25 5.40
H11 1.15 -2.46 4.51
H12 0.41 -2.21 6.09
C9 2.62 5.56 -4.15
C10 2.26 4.96 -2.80
C11 0.81 5.14 -2.36
O7 0.54 3.89 -1.77
C12 1.35 2.95 -2.27
O8 1.13 1.78 -2.23
O9 2.42 3.53 -2.85
H13 1.87 5.31 -4.91
H14 3.59 5.19 -4.46
H15 2.63 6.65 -4.13
H16 2.97 5.22 -2.01
H17 0.17 5.33 -3.23
H18 0.72 5.99 -1.68
C13 -3.46 -1.75 -4.42
C14 -2.17 -2.44 -4.76
C15 -2.22 -3.95 -4.49
O10 -1.54 -4.53 -5.59
C16 -1.38 -3.62 -6.57
O11 -0.90 -3.82 -7.62
O12 -1.87 -2.41 -6.16
H19 -4.32 -2.08 -5.01
H20 -3.32 -0.68 -4.36
H21 -3.81 -2.04 -3.41
H22 -1.38 -1.96 -4.19
H23 -3.24 -4.31 -4.37
H24 -1.65 -4.18 -3.59
C17 0.27 -3.30 -1.18
O13 0.34 -2.22 -0.25
C18 -0.47 -1.20 -0.58
O14 -1.23 -1.20 -1.51
O15 -0.25 -0.23 0.27
C19 -1.13 0.90 0.30
H25 -0.62 -3.90 -1.00
H26 1.15 -3.91 -1.01
H27 0.38 -2.92 -2.19
H28 -2.13 0.57 0.57
H29 -1.12 1.45 -0.64
H30 -0.68 1.53 1.06
Br1 2.11 2.13 1.64
C20 3.01 0.64 2.58
C21 2.99 -0.66 1.78
Br2 3.39 -2.24 2.86
H31 2.56 0.60 3.56
H32 4.04 0.96 2.73
H33 3.74 -0.53 1.00
H34 2.04 -0.78 1.25
Br3 4.31 -7.83 -2.31
C22 3.16 -6.73 -3.47
C23 2.26 -5.78 -2.73
Br4 1.15 -4.89 -4.07
H35 2.56 -7.47 -3.99
H36 3.81 -6.28 -4.21
H37 2.82 -5.00 -2.20
H38 1.68 -6.29 -1.98
Br5 -1.32 4.38 0.91
C24 -0.24 5.67 1.94
C25 -0.42 5.39 3.42
Br6 0.53 6.76 4.42
H39 -0.65 6.63 1.63
H40 0.78 5.60 1.58
H41 0.00 4.43 3.71
H42 -1.48 5.34 3.63
Br7 5.02 2.09 -1.34
C26 4.33 0.84 -2.71
C27 3.56 -0.21 -1.95
Br8 2.60 -1.35 -3.25
H43 5.13 0.48 -3.35
H44 3.64 1.45 -3.28
H45 2.80 0.21 -1.29
H46 4.19 -0.87 -1.36

E_HOMO = -0.374 Eh
LUMO = 0.10 eV
Frontier orbital gap = 10.28 eV
Structure (SMILES) = C[C@H]1COC(=O)O1.C[C@H]1COC(=O)O1.C[C@H]1COC(=O)O1.C[C@H]1COC(=O)O1.COC(=O)OC.BrCCBr.BrCCBr.BrCCBr.BrCCBr

Computed Löwdin charges, given in elementary charges: C -0.052; C -0.273; C -0.083; O 0.082; C -0.596; O 0.161; O 0.081; H 0.041; H 0.094; H 0.085; H 0.156; H 0.131; H 0.114; C -0.006; C -0.321; C -0.092; O 0.070; C -0.563; O 0.140; O 0.060; H 0.085; H 0.085; H 0.090; H 0.154; H 0.063; H 0.138; C -0.015; C -0.296; C -0.095; O 0.008; C -0.571; O 0.148; O 0.028; H 0.090; H 0.088; H 0.090; H 0.156; H 0.137; H 0.134; C -0.028; C -0.320; C -0.123; O 0.003; C -0.577; O 0.170; O 0.086; H 0.092; H 0.087; H 0.089; H 0.142; H 0.135; H 0.090; C -0.095; O -0.024; C -0.631; O 0.129; O -0.020; C -0.064; H 0.105; H 0.072; H -0.004; H 0.104; H 0.085; H -0.004; Br 0.680; C -0.629; C -0.667; Br 0.680; H 0.037; H 0.056; H 0.039; H 0.030; Br 0.593; C -0.713; C -0.661; Br 0.777; H 0.044; H 0.053; H 0.051; H 0.065; Br 0.709; C -0.655; C -0.708; Br 0.636; H 0.047; H 0.050; H 0.049; H 0.047; Br 0.629; C -0.642; C -0.685; Br 0.680; H 0.063; H 0.030; H 0.019; H 0.050

5.
C27H46BrCaNOP2S | ωB97M-V/def2-TZVPD

Element x y z (Å)
N1 6.79 0.59 2.92
C1 6.55 -0.68 2.57
C2 5.63 -1.03 1.58
C3 4.89 0.02 0.96
C4 5.20 1.35 1.31
C5 6.14 1.58 2.31
C6 3.77 -0.26 0.08
Ca1 2.52 -0.97 -1.78
P1 -0.43 -0.97 -4.24
C7 2.91 0.75 -0.42
C8 1.57 0.95 0.09
C9 0.64 1.79 -0.58
C10 -0.64 1.92 -0.13
C11 -1.21 1.01 0.89
C12 -0.15 0.45 1.74
C13 1.14 0.33 1.29
Br1 -2.16 -0.44 -0.10
H1 3.52 -1.35 -0.01
H2 3.29 1.44 -1.19
H3 5.47 -2.08 1.31
H4 4.68 2.20 0.83
H5 7.11 -1.46 3.11
H6 6.36 2.61 2.62
H7 1.01 2.39 -1.42
H8 1.90 -0.19 1.89
H9 -1.31 2.63 -0.61
H10 -0.42 0.05 2.72
P2 -2.66 1.74 1.89
C14 1.21 -1.61 -3.86
C15 1.81 -2.56 -4.89
H11 1.09 -2.15 -2.89
H12 1.83 -0.68 -3.84
H13 2.63 -3.13 -4.44
H14 1.05 -3.26 -5.24
H15 2.20 -2.00 -5.73
C16 -0.74 0.61 -3.36
C17 -1.96 1.38 -3.87
H16 0.17 1.22 -3.47
H17 -0.87 0.37 -2.29
H18 -1.88 2.43 -3.58
H19 -2.04 1.34 -4.97
H20 -2.89 0.98 -3.45
C18 -1.58 -2.10 -3.34
C19 -2.74 -2.63 -4.18
H21 -1.96 -1.53 -2.46
H22 -0.99 -2.93 -2.96
H23 -3.57 -2.94 -3.53
H24 -3.12 -1.89 -4.89
H25 -2.43 -3.51 -4.75
C20 -3.70 0.39 2.55
C21 -5.18 0.70 2.74
H26 -3.25 0.07 3.49
H27 -3.62 -0.47 1.85
H28 -5.35 1.42 3.54
H29 -5.65 1.09 1.82
H30 -5.70 -0.24 3.00
C22 -3.54 2.73 0.65
C23 -3.17 4.21 0.59
H31 -4.60 2.59 0.88
H32 -3.37 2.25 -0.33
H33 -3.54 4.74 1.47
H34 -2.09 4.39 0.50
H35 -3.64 4.65 -0.30
C24 -2.11 2.78 3.25
C25 -1.72 2.08 4.54
H36 -2.94 3.48 3.41
H37 -1.26 3.37 2.86
H38 -0.72 1.63 4.47
H39 -1.72 2.81 5.35
H40 -2.43 1.29 4.82
C26 2.11 -4.55 0.89
S1 0.78 -3.58 0.16
C27 0.21 -2.85 1.69
O1 1.53 -2.42 -0.56
H41 1.68 -5.21 1.64
H42 2.84 -3.87 1.35
H43 2.57 -5.14 0.09
H44 1.06 -2.40 2.21
H45 -0.55 -2.09 1.44
H46 -0.24 -3.63 2.30

Relative energy (zero: lowest compared OMol25 entry of this formula, charge and spin) = 260.8 kJ/mol
E_HOMO (spin up / spin down) = -0.435 / -0.435 Eh
LUMO (spin up / spin down) = -6.60 / -6.60 eV
Frontier orbital gap (spin up / spin down) = 5.24 / 5.25 eV
Charge = +2

Computed Löwdin charges, given in elementary charges: N 0.056; C -0.132; C -0.020; C -0.239; C -0.015; C -0.125; C -0.247; Ca 1.476; P 0.978; C -0.288; C -0.254; C -0.058; C -0.148; C -0.761; C -0.158; C -0.038; Br 0.873; H 0.051; H 0.126; H 0.103; H 0.114; H 0.115; H 0.118; H 0.135; H 0.133; H 0.096; H 0.109; P 1.010; C -0.580; C -0.122; H 0.016; H 0.046; H 0.079; H 0.085; H 0.088; C -0.465; C -0.137; H 0.071; H -0.014; H 0.072; H 0.076; H 0.072; C -0.421; C -0.153; H -0.015; H 0.069; H 0.076; H 0.070; H 0.076; C -0.357; C -0.110; H 0.079; H 0.019; H 0.087; H 0.072; H 0.099; C -0.325; C -0.116; H 0.088; H 0.076; H 0.082; H 0.076; H 0.096; C -0.308; C -0.112; H 0.105; H 0.115; H 0.077; H 0.094; H 0.066; C -0.225; S 0.964; C -0.249; O -0.758; H 0.077; H 0.071; H 0.070; H 0.070; H -0.006; H 0.080

Record-wise strongest force on any atom values, in eV Å⁻¹: 0.59, 0.37, 1.37, 2.55, 3.22